[1]
ORCA calculation (ωB97M-V/def2-TZVPD) on a 3-piece molecular cluster, C24H45N4O7 overall.

* electronic energy: -1686.90719 hartree
* charge: +1

Geometry (Å):
C1 8.13 -2.81 0.14
O1 7.55 -1.52 0.21
C2 6.91 -1.08 -0.97
C3 5.44 -0.72 -0.69
C4 5.19 0.80 -0.79
C5 5.08 1.31 -2.22
C6 3.88 0.74 -3.00
C7 2.56 1.08 -2.30
N1 1.94 -0.10 -1.69
N2 1.91 -1.24 -2.29
N3 1.27 -2.09 -1.55
C8 0.89 -1.47 -0.44
O2 0.32 -2.08 0.56
C9 -0.79 -1.45 1.27
C10 -2.08 -1.31 0.49
C11 -2.09 -0.10 -0.44
C12 -2.59 -2.60 -0.18
C13 -2.60 -3.78 0.81
C14 -1.90 -2.99 -1.49
N4 1.33 -0.19 -0.50
C15 1.22 0.90 0.47
C16 1.86 0.55 1.83
O3 1.36 1.40 2.80
H1 8.26 -3.16 1.16
H2 9.09 -2.77 -0.37
H3 7.47 -3.51 -0.37
H4 6.98 -1.84 -1.75
H5 7.44 -0.20 -1.33
H6 4.79 -1.25 -1.38
H7 5.21 -1.04 0.32
H8 4.31 1.08 -0.21
H9 6.03 1.31 -0.32
H10 5.98 1.09 -2.78
H11 4.98 2.40 -2.22
H12 3.86 1.20 -3.98
H13 3.98 -0.33 -3.14
H14 1.84 1.49 -3.01
H15 2.73 1.83 -1.55
H16 -0.95 -2.11 2.12
H17 -0.49 -0.49 1.68
H18 -2.83 -1.10 1.26
H19 -1.83 0.80 0.12
H20 -1.36 -0.19 -1.25
H21 -3.07 0.05 -0.87
H22 -3.63 -2.40 -0.43
H23 -2.90 -3.42 1.79
H24 -3.37 -4.49 0.51
H25 -1.64 -4.27 0.86
H26 -1.02 -3.60 -1.30
H27 -1.60 -2.14 -2.09
H28 -2.57 -3.60 -2.09
H29 0.18 1.17 0.59
H30 1.72 1.78 0.07
H31 2.93 0.75 1.76
H32 1.73 -0.51 2.06
H33 0.43 1.21 2.99
O4 -5.02 -0.02 -2.19
C17 -5.19 1.14 -2.44
O5 -4.31 1.86 -3.18
C18 -4.72 3.23 -3.25
C19 -6.22 3.22 -2.96
C20 -6.34 2.03 -2.01
H34 -4.16 3.80 -2.51
H35 -4.48 3.61 -4.24
H36 -6.58 4.16 -2.55
H37 -6.77 3.02 -3.88
H38 -6.18 2.32 -0.97
H39 -7.28 1.50 -2.09
O6 -1.44 1.29 2.82
C21 -2.28 1.20 3.69
O7 -2.05 0.52 4.81
C22 -3.24 0.49 5.64
C23 -4.06 1.69 5.17
C24 -3.67 1.77 3.69
H40 -3.74 -0.46 5.47
H41 -2.93 0.55 6.68
H42 -5.13 1.56 5.34
H43 -3.74 2.59 5.68
H44 -4.30 1.14 3.06
H45 -3.67 2.78 3.29



[2]
ORCA calculation (ωB97M-V/def2-TZVPD) on C24H46B3Cl20NO8 as an isolated structure.

* electronic energy: -10877.16586 hartree

Geometry (Å):
C1 6.51 -2.84 3.36
C2 6.89 -1.58 3.55
C3 7.02 -0.69 2.35
O1 7.85 0.19 2.36
O2 6.21 -0.97 1.26
C4 4.84 -0.63 1.53
C5 4.05 -0.82 0.23
C6 2.75 -1.60 0.42
C7 2.02 -1.78 -0.93
C8 1.09 -0.58 -1.26
C9 -0.42 -0.94 -1.26
B1 -1.22 -0.45 -0.02
O3 -0.57 -0.01 1.16
B2 -0.73 1.36 1.15
C10 0.29 2.36 1.84
O4 -0.36 3.59 2.04
O5 0.58 4.57 2.47
O6 -1.83 1.85 0.46
B3 -2.89 0.92 0.51
C11 -4.27 1.44 1.08
C12 -5.31 0.42 1.50
O7 -6.27 0.81 2.09
N1 -5.16 -0.98 1.17
C13 -6.27 -1.36 0.26
C14 -5.34 -1.71 2.45
O8 -2.61 -0.33 0.02
H1 6.35 -3.52 4.19
H2 6.34 -3.22 2.36
H3 7.15 -1.17 4.52
H4 4.82 0.42 1.85
H5 4.43 -1.20 2.37
H6 3.89 0.16 -0.21
H7 4.69 -1.41 -0.43
H8 2.97 -2.60 0.81
H9 2.09 -1.09 1.12
H10 2.77 -1.93 -1.72
H11 1.40 -2.67 -0.85
H12 1.34 0.22 -0.55
H13 1.35 -0.20 -2.25
H14 -0.53 -2.02 -1.40
H15 -0.86 -0.46 -2.14
H16 1.13 2.51 1.13
H17 0.71 1.94 2.76
H18 1.18 4.13 3.09
H19 -4.02 2.01 1.99
H20 -4.72 2.15 0.39
H21 -5.89 -1.82 -0.65
H22 -6.91 -0.51 0.00
H23 -6.93 -2.10 0.72
H24 -4.76 -1.23 3.24
H25 -6.39 -1.71 2.78
H26 -5.04 -2.75 2.33
C15 3.29 1.36 -4.40
Cl1 3.00 1.54 -2.67
Cl2 2.08 0.33 -5.17
H27 3.26 2.34 -4.86
H28 4.26 0.91 -4.54
C16 7.14 2.11 -1.04
Cl3 7.29 0.71 0.05
Cl4 7.79 3.60 -0.31
H29 7.68 1.92 -1.96
H30 6.09 2.26 -1.25
C17 -6.62 -3.34 -3.74
Cl5 -6.46 -4.84 -2.82
Cl6 -6.44 -1.92 -2.69
H31 -5.85 -3.31 -4.50
H32 -7.60 -3.31 -4.20
C18 -3.39 -5.04 4.75
Cl7 -4.30 -4.48 3.33
Cl8 -4.33 -4.88 6.24
H33 -3.13 -6.08 4.61
H34 -2.50 -4.44 4.83
C19 -0.55 3.63 -3.80
Cl9 0.54 3.67 -5.19
Cl10 -0.31 2.19 -2.80
H35 -0.37 4.51 -3.20
H36 -1.57 3.63 -4.17
C20 -0.10 -0.50 4.66
Cl11 -0.84 -2.05 5.10
Cl12 1.36 -0.71 3.70
H37 -0.82 0.07 4.08
H38 0.15 0.03 5.57
C21 -3.42 -7.81 -2.42
Cl13 -4.19 -7.36 -3.95
Cl14 -4.50 -7.56 -1.05
H39 -3.14 -8.86 -2.46
H40 -2.54 -7.19 -2.29
C22 -1.00 6.98 -6.28
Cl15 -1.45 6.80 -4.57
Cl16 -1.71 5.70 -7.27
H41 -1.37 7.93 -6.63
H42 0.08 6.93 -6.36
C23 7.45 -1.32 8.08
Cl17 7.10 -3.05 7.97
Cl18 7.57 -0.58 6.48
H43 6.64 -0.84 8.62
H44 8.39 -1.19 8.60
C24 -5.17 8.02 -6.97
Cl19 -4.03 8.01 -8.33
Cl20 -5.00 6.60 -5.94
H45 -5.00 8.91 -6.38
H46 -6.18 8.04 -7.38



[3]
ORCA calculation (ωB97M-V/def2-TZVPD) on C24H46CrN4O3SSi as an isolated structure.

* electronic energy: -3119.03713 hartree
* spin multiplicity: 4
* charge: +1
* expectation value of S²: 3.89

Geometry (Å):
Cr1 -0.15 1.72 -0.02
N1 1.84 1.72 0.73
C1 1.52 1.17 2.06
C2 0.56 2.11 2.80
N2 -0.41 2.70 1.85
C3 -1.85 2.64 2.22
C4 -2.50 1.44 1.54
N3 -2.21 1.46 0.09
H1 2.42 1.06 0.21
H2 2.36 2.59 0.80
H3 2.42 1.00 2.67
H4 1.04 0.20 1.90
H5 1.13 2.90 3.30
H6 0.04 1.54 3.58
H7 -0.17 3.68 1.72
H8 -2.33 3.56 1.89
H9 -1.98 2.56 3.30
H10 -3.57 1.44 1.75
H11 -2.07 0.53 1.94
H12 -2.82 2.11 -0.39
H13 -2.40 0.53 -0.30
C5 -0.28 3.49 -1.16
C6 0.54 4.55 -0.53
C7 -0.03 5.51 0.31
C8 0.74 6.46 0.96
C9 2.12 6.48 0.77
C10 2.71 5.55 -0.09
C11 1.93 4.61 -0.74
C12 2.92 7.46 1.44
N4 3.55 8.25 1.98
H14 0.13 3.19 -2.12
H15 -1.31 3.81 -1.29
H16 -1.11 5.54 0.43
H17 0.28 7.21 1.60
H18 3.78 5.59 -0.26
H19 2.38 3.91 -1.43
C13 -1.65 -1.97 -3.94
C14 -2.13 -2.76 -2.73
C15 -3.65 -2.81 -2.68
C16 -1.55 -4.18 -2.76
O1 -1.72 -2.09 -1.52
Si1 -0.30 -1.61 -0.92
S1 0.29 0.26 -1.72
O2 0.84 -2.72 -1.18
C17 2.26 -2.88 -1.16
C18 2.95 -1.74 -0.41
C19 2.74 -2.91 -2.61
C20 2.54 -4.21 -0.47
O3 -0.62 -1.32 0.70
C21 -0.94 -2.33 1.70
C22 -2.28 -1.97 2.35
C23 0.17 -2.30 2.74
C24 -1.08 -3.74 1.13
H20 -1.87 -2.51 -4.86
H21 -0.57 -1.81 -3.88
H22 -2.14 -0.99 -3.98
H23 -4.04 -3.46 -3.47
H24 -4.07 -1.81 -2.81
H25 -3.98 -3.20 -1.71
H26 -1.94 -4.72 -3.63
H27 -1.83 -4.72 -1.86
H28 -0.47 -4.13 -2.83
H29 2.82 -0.81 -0.97
H30 4.01 -1.95 -0.31
H31 2.52 -1.63 0.59
H32 2.49 -1.97 -3.10
H33 2.26 -3.73 -3.15
H34 3.82 -3.06 -2.65
H35 2.33 -4.14 0.60
H36 3.58 -4.50 -0.59
H37 1.90 -4.99 -0.90
H38 -2.19 -1.19 3.10
H39 -2.69 -2.85 2.85
H40 -3.00 -1.66 1.58
H41 0.30 -1.29 3.14
H42 1.12 -2.61 2.28
H43 -0.06 -2.98 3.56
H44 -1.93 -3.79 0.45
H45 -1.25 -4.45 1.94
H46 -0.19 -4.05 0.59



Computed values of F_max (unit: eV/Å) for the preceding records, in sequence: 0.67, 3.77, 0.69.
Computed values of M (unit: u) for the preceding records, in sequence: 501.64, 1218.13, 550.81.